DFT (ωB97M-V/def2-TZVPD) results for a cluster of 2 separate species, C2H3N3O2 in total at a distorted geometry.

ORCA input file:
```
! RIJCOSX wB97M-V def2-TZVPD def2/J DEFGRID3
* xyz 0 1
C -1.53976 2.65260 0.83163
C 1.99569 -0.97097 0.14807
N -1.34354 1.49341 0.67675
N 1.54857 0.13897 0.36135
N -0.80775 0.41770 0.55295
O 2.33365 -2.04412 -0.03017
O -1.41036 -0.41219 -0.51528
H -1.87247 3.28402 1.52864
H 2.01436 0.93649 0.69213
H -1.00720 -0.22372 -1.32436
*
```

Computed properties:
- Kohn-Sham gap: 9.05 eV
- E_LUMO: 0.34 eV
- M: 101.1 g mol⁻¹
- E_tot: -392.55946 a.u.
- Relative energy (zero: lowest compared OMol25 entry of this formula, charge and spin): 146.9 kcal per mole